[1]
Density functional theory data (the ωB97M-V functional and the def2-TZVPD basis) for the ion C19H24NO5 with charge +1 in a non-equilibrium geometry.

Geometry (Å):
C 2.192307 3.901422 -1.362924
O 1.305530 3.179988 -0.525353
C 1.656206 1.897310 -0.159124
C 2.717470 1.188627 -0.688608
C 2.993244 -0.124829 -0.304884
O 4.061564 -0.651361 -0.928082
C 4.600974 -1.912636 -0.577349
C 2.151187 -0.754185 0.640947
O 2.400401 -2.051283 0.973170
C 1.652895 -2.652482 2.008559
C 1.097437 -0.024474 1.171424
C 0.842974 1.289277 0.800043
C -0.311399 2.055537 1.375861
N -1.191155 2.491371 0.252706
C -2.526706 3.004438 0.626205
C -3.414987 1.838033 1.095475
C -3.112054 0.583262 0.310853
C -3.340968 0.542085 -1.059664
C -3.003966 -0.567449 -1.833602
C -2.414743 -1.627247 -1.187109
C -2.183653 -1.596969 0.193476
C -2.524356 -0.511093 0.959945
O -1.574700 -2.752967 0.574516
C -1.473770 -3.545862 -0.596331
O -1.967499 -2.803966 -1.692533
H 3.190421 3.954648 -0.925697
H 1.776060 4.904481 -1.437881
H 2.247853 3.453265 -2.357622
H 3.381301 1.618448 -1.419065
H 4.881658 -1.948421 0.476137
H 3.906528 -2.723901 -0.798283
H 5.491923 -2.015642 -1.195085
H 1.756849 -2.100839 2.947226
H 2.079970 -3.646405 2.128360
H 0.594616 -2.744360 1.746306
H 0.451582 -0.481804 1.902079
H 0.030849 2.951702 1.899077
H -0.881052 1.430891 2.060500
H -0.615363 3.158713 -0.287543
H -1.370223 1.662130 -0.341449
H -2.423764 3.756726 1.408491
H -2.962826 3.476418 -0.255468
H -3.264298 1.648373 2.157462
H -4.458449 2.124490 0.963269
H -3.819084 1.380315 -1.543424
H -3.199160 -0.598245 -2.891303
H -2.370766 -0.521750 2.026441
H -0.420495 -3.808588 -0.772036
H -2.066151 -4.464799 -0.471937

Atomic forces in eV per Å
0.2 0.2 -0.2
-0.1 -0.3 0.3
-0.1 -0.3 0.2
0.0 0.1 0.0
-0.2 0.1 0.2
-0.3 0.3 -0.1
0.3 -0.5 0.1
0.1 0.0 -0.1
0.2 0.2 -0.3
-0.1 -0.1 0.2
0.1 0.1 -0.1
0.0 0.3 -0.2
0.5 -0.3 0.2
0.1 0.1 -0.3
-0.5 0.2 0.2
0.1 -0.1 -0.1
-0.2 0.0 0.0
0.0 0.0 0.2
0.2 -0.4 0.0
0.0 0.3 0.6
-0.1 0.1 -0.6
0.0 -0.3 -0.1
-0.2 0.4 0.3
0.5 -1.2 -0.1
-0.2 0.3 -0.3
0.0 0.0 0.0
0.1 -0.1 0.0
0.0 0.0 0.0
0.1 0.1 -0.1
0.0 0.0 -0.1
0.1 0.1 0.0
-0.1 0.0 0.1
0.0 0.0 0.0
-0.1 0.1 0.1
0.1 0.0 0.0
-0.1 -0.1 0.1
-0.2 0.0 -0.1
-0.1 0.1 -0.1
-0.3 -0.2 0.0
0.2 0.2 0.0
0.1 0.0 -0.1
0.2 0.0 0.0
0.0 0.0 0.0
0.0 0.1 0.1
-0.1 0.1 -0.1
0.0 0.0 -0.2
0.0 0.0 0.2
-0.2 0.2 0.0
0.1 0.3 0.0

- calculated total energy (a.u.) = -1169.09051
- HOMO-LUMO gap (Eh) = 0.31238
- total charge = +1
- F_max (eV/A) = 1.3
- SMILES = COc1cc(OC)c(OC)cc1C[NH2+]CCc1ccc2c(c1)OCO2

[2]
Density functional theory data (the ωB97M-V functional and the def2-TZVPD basis) for a cluster of 2 separate species, C5H4O3 in total in a non-equilibrium geometry.

Geometry (Å):
C 1.436703 -0.929021 0.030569
C 0.285525 -0.322921 -0.207517
C -2.024173 -0.379997 0.055229
C -1.496255 1.060831 0.081146
C -0.224271 1.024033 -0.111046
H 3.415792 -0.348715 -0.977838
H 1.810971 -2.032096 0.108665
H -2.022969 1.994454 0.148305
H 0.531551 1.792088 -0.135695
O 2.371733 0.033105 0.673721
O -0.895831 -1.198830 -0.097803
O -3.188776 -0.692929 0.432268

Atomic forces in eV per Å
3.3 1.4 3.4
-3.5 -2.6 1.0
-2.6 0.8 2.8
-2.3 -1.0 -0.7
4.1 -0.1 -0.3
-1.0 1.1 2.9
-1.3 2.2 -0.5
-0.7 -0.3 0.2
-0.3 0.5 0.0
0.2 -3.6 -5.8
-0.7 1.2 -0.9
4.8 0.2 -2.2

- calculated total energy (a.u.) = -418.37529
- HOMO-LUMO gap (Eh) = 0.21790
- F_max (eV/A) = 6.8

[3]
Density functional theory data (the ωB97M-V functional and the def2-TZVPD basis) for a cluster of 5 separate species, C26H49N5O6 in total in a non-equilibrium geometry.

Geometry (Å):
C 1.533116 -2.859212 -3.559319
C 0.240225 -2.427568 -3.983737
C -1.297385 -1.770022 -3.995381
C -1.493895 -0.171851 -4.445617
C -3.052894 0.423190 -4.398226
C -4.250810 -0.578212 -3.901435
C -4.049365 -2.146460 -3.471753
C -2.529380 -2.753772 -3.519191
C -5.505182 -2.792800 -3.093175
O -5.700430 -3.974610 -2.503602
N -6.528604 -1.762328 -3.616523
C -5.863534 -0.374191 -3.693493
O -6.442735 0.846882 -3.578175
H 2.565388 -3.141924 -3.030239
H -0.575647 0.510141 -4.786261
H -3.289905 1.535743 -4.672210
H -2.349873 -3.868180 -3.208558
H -7.155204 -1.685869 -2.769136
C 0.219174 2.342849 1.101645
O -0.753327 1.729863 0.269840
C -1.588448 2.649101 -0.440232
C -0.950589 3.228998 -1.723654
C 0.095709 4.308996 -1.450787
N -0.342450 2.174690 -2.547796
H -0.145197 3.272656 1.549079
H 1.134269 2.523317 0.534795
H 0.465876 1.644344 1.907448
H -2.474252 2.073362 -0.736731
H -1.945918 3.442737 0.226599
H -1.752632 3.699234 -2.304783
H 1.048553 3.897757 -1.107201
H 0.305994 4.873205 -2.366358
H -0.261128 5.019654 -0.697958
H -1.068880 1.507831 -2.811428
H 0.274774 1.630502 -1.938652
C 0.200075 0.404827 6.835590
O 0.015818 0.331327 5.430578
C -1.339236 0.123103 5.021803
C -2.203286 1.405044 5.002740
C -2.638553 1.868308 6.392531
N -1.511440 2.512076 4.327138
H -0.482877 -0.256073 7.378077
H 0.084198 1.436214 7.173375
H 1.227319 0.100584 7.059858
H -1.281495 -0.257608 3.994302
H -1.806606 -0.669503 5.618164
H -3.116374 1.176687 4.440397
H -1.834814 2.362352 6.944803
H -3.458217 2.591128 6.311878
H -2.997536 1.025489 6.992454
H -1.312007 2.233026 3.365752
H -0.583441 2.594971 4.751530
C 2.000075 -3.495173 2.387513
O 1.815818 -3.568673 0.982502
C 0.460764 -3.776897 0.573726
C -0.403286 -2.494956 0.554663
C -0.838553 -2.031692 1.944455
N 0.288560 -1.387924 -0.120939
H 1.317123 -4.156073 2.930000
H 1.884198 -2.463786 2.725298
H 3.027319 -3.799416 2.611781
H 0.518505 -4.157608 -0.453775
H -0.006606 -4.569503 1.170087
H -1.316374 -2.723313 -0.007680
H -0.034814 -1.537648 2.496726
H -1.658217 -1.308872 1.863801
H -1.197536 -2.874511 2.544377
H 0.487993 -1.666974 -1.082325
H 1.216559 -1.305029 0.303453
C 5.194123 -0.734463 -4.008443
O 5.356140 -1.091938 -2.644854
C 5.671494 0.002961 -1.779767
C 4.449550 0.845235 -1.346474
C 3.939019 1.785921 -2.437373
N 3.339887 -0.006452 -0.894936
H 5.865966 0.076157 -4.306817
H 4.155100 -0.461567 -4.201430
H 5.420237 -1.614068 -4.619393
H 6.103661 -0.449264 -0.878236
H 6.458034 0.628951 -2.217713
H 4.765543 1.472385 -0.504490
H 3.365714 1.266431 -3.209728
H 3.274824 2.542783 -2.005138
H 4.768569 2.310897 -2.922520
H 3.658186 -0.561390 -0.099553
H 3.175483 -0.704537 -1.625560

Atomic forces in eV per Å
-9.1 3.3 -2.1
7.1 -1.8 4.1
-1.1 0.3 0.0
-3.8 -2.5 1.1
0.9 -4.0 1.3
1.7 -2.5 0.3
3.2 2.9 -1.4
-1.1 3.6 -0.8
1.5 -3.5 1.0
0.7 7.9 -3.8
2.0 0.9 3.6
-0.2 5.2 0.1
3.2 -8.5 -0.7
-2.8 0.7 -1.8
-2.3 -1.8 0.9
0.5 -2.5 0.6
-0.2 2.5 -0.7
-0.1 -0.1 -1.5
0.1 -0.4 -0.1
-0.4 0.7 0.0
0.0 -0.3 -0.1
0.4 -0.1 0.3
0.0 0.3 -0.1
-0.2 -0.2 0.1
0.0 0.1 -0.1
0.1 0.2 0.1
-0.1 0.0 -0.1
0.2 -0.1 0.0
0.1 0.1 0.0
0.0 -0.1 0.1
-0.2 -0.1 0.0
0.0 -0.1 0.1
0.0 -0.1 -0.1
0.1 0.2 0.2
-0.1 0.1 -0.1
0.4 0.1 -0.2
-0.5 -0.3 0.1
0.1 0.1 -0.4
0.4 0.1 0.3
-0.3 0.1 0.1
0.2 -0.3 -0.2
-0.1 0.1 0.0
-0.1 -0.1 0.2
-0.1 0.0 -0.1
0.1 0.1 0.2
0.0 0.1 0.2
0.2 -0.1 -0.1
0.0 -0.1 -0.1
0.2 -0.1 0.0
0.0 0.1 0.0
-0.1 0.1 0.1
-0.3 0.0 -0.1
0.4 0.2 -0.2
-0.5 -0.3 0.1
0.1 0.1 -0.3
0.4 0.1 0.2
-0.3 0.0 0.1
0.2 -0.5 -0.1
-0.1 0.1 0.0
-0.1 -0.1 0.2
-0.1 0.0 -0.1
0.1 0.1 0.1
0.0 0.1 0.2
0.1 -0.1 -0.1
0.0 -0.1 -0.1
0.2 -0.1 -0.1
0.0 0.1 0.0
-0.1 0.1 0.0
-0.3 0.2 -0.1
-0.2 -0.4 0.0
0.3 0.5 0.1
-0.1 -0.2 0.3
-0.1 -0.2 -0.5
0.0 0.3 0.0
0.3 -0.3 0.1
-0.1 0.0 0.1
0.0 0.2 -0.2
0.0 0.1 0.2
-0.1 -0.1 -0.2
-0.1 0.0 -0.2
0.1 -0.2 0.0
0.1 0.0 0.1
0.1 -0.2 -0.1
-0.1 -0.1 0.0
-0.1 0.1 -0.1
-0.1 0.3 0.1

- calculated total energy (a.u.) = -1744.69407
- HOMO-LUMO gap (Eh) = 0.25912
- F_max (eV/A) = 9.9
- SMILES = C#Cc1ccc2c(c1)C(=O)NC2=O.COC[C@@H](C)N.COC[C@@H](C)N.COC[C@@H](C)N.COC[C@@H](C)N

[4]
Density functional theory data (the ωB97M-V functional and the def2-TZVPD basis) for a structure of composition C17H30BGeO3Tl.

Geometry (Å):
Tl 0.591044 -2.192390 1.033687
C 0.734650 -6.350833 -1.115493
C 0.711776 -5.288342 0.012081
C 0.092242 -5.951496 1.272104
O 0.062101 -4.167556 -0.373797
H 1.298900 -7.243049 -0.812348
H 1.191350 -5.919123 -2.008848
H -0.293354 -6.637306 -1.359950
H 1.785534 -5.105658 0.272701
H -0.935751 -6.258678 1.051486
H 0.067429 -5.219227 2.081795
H 0.669316 -6.827662 1.595917
C 4.051588 -3.257718 2.990638
Ge 4.255081 -1.802277 1.641429
C 6.286866 -1.674430 1.533404
C 3.847612 -0.090558 2.584852
C 3.084671 -2.074381 0.143043
H 4.528725 -3.027395 3.947129
H 4.489297 -4.183069 2.605762
H 2.987677 -3.436779 3.160385
H 6.700876 -1.507970 2.533308
H 6.591437 -0.840591 0.894077
H 6.725025 -2.591546 1.129482
H 4.242488 -0.060606 3.603955
H 2.765042 0.049255 2.624251
H 4.275625 0.750538 2.031810
H 3.337055 -3.032061 -0.332331
H 3.257440 -1.287299 -0.601502
C -5.056267 4.026890 -2.479300
C -3.846229 4.752084 -1.868156
C -3.028114 5.394038 -2.999768
C -4.378662 5.878192 -0.977928
C -2.984727 3.749831 -1.098658
C -2.736341 3.870384 0.263286
C -1.964252 2.935395 0.965607
C -1.448077 1.867097 0.269169
O -0.707288 0.830133 0.694775
B -0.430809 -0.060431 -0.427065
O -1.085266 0.609372 -1.546402
C -1.685013 1.731640 -1.106377
C -2.438577 2.656106 -1.794358
H -5.666654 4.720066 -3.067632
H -5.678451 3.600870 -1.689854
H -4.735801 3.214140 -3.130433
H -3.630102 6.143948 -3.522526
H -2.706742 4.645469 -3.725251
H -2.136772 5.878678 -2.597048
H -4.992633 6.557611 -1.575110
H -3.561947 6.454610 -0.539182
H -4.997768 5.481590 -0.171260
H -3.143499 4.703940 0.820516
H -1.776205 3.050870 2.025756
H -2.585562 2.535663 -2.861810

Atomic forces in eV per Å
0.1 -0.1 -0.4
0.1 0.2 0.1
0.0 -0.4 0.1
0.1 0.2 -0.1
-0.1 0.3 0.1
0.0 0.0 -0.1
0.0 0.0 0.0
0.0 0.0 0.0
0.0 0.0 0.0
0.0 0.0 0.0
0.0 0.0 0.0
0.0 0.0 0.0
-0.1 0.1 -0.2
0.1 0.0 0.4
-0.3 0.0 -0.2
-0.1 -0.1 -0.2
0.5 0.0 0.2
0.0 0.1 0.0
0.0 0.0 0.0
0.0 0.0 0.0
0.0 0.0 0.0
0.0 0.0 0.0
0.0 0.0 0.0
0.0 -0.1 0.0
0.0 0.0 0.0
0.0 0.0 0.0
-0.2 0.0 0.0
-0.2 0.0 0.0
0.0 0.0 0.0
-0.1 0.1 -0.1
0.0 -0.1 0.0
0.1 -0.1 0.0
0.0 0.0 0.0
0.0 0.0 0.0
0.1 -0.1 0.0
-0.1 0.1 -0.2
0.0 0.1 0.1
0.0 -0.1 0.3
0.0 -0.1 -0.2
0.0 0.1 0.3
0.1 -0.1 -0.1
0.0 0.0 0.0
0.0 0.0 0.0
0.0 0.0 0.0
0.0 0.0 0.0
0.0 0.0 0.0
0.0 0.0 0.0
0.0 0.0 0.0
0.0 0.0 0.0
0.0 0.0 0.0
0.0 0.0 0.0
0.0 0.0 0.0
0.0 0.0 0.0

- calculated total energy (a.u.) = -3165.71019
- HOMO-LUMO gap (Eh) = 0.13064
- total charge = -2
- F_max (eV/A) = 0.6

[5]
Density functional theory data (the ωB97M-V functional and the def2-TZVPD basis) for a structure of composition C26H34NTi in a non-equilibrium geometry.

Geometry (Å):
C 1.259214 -2.035696 0.693581
C 2.000387 -0.962274 0.080213
C 1.443380 -0.809654 -1.268498
C 0.340506 -1.752716 -1.424736
C 0.220819 -2.452403 -0.189265
Ti 0.290302 0.483062 0.195040
C -1.597609 1.727904 -0.956663
C -1.839410 1.150626 0.485246
H -2.002393 1.836430 1.338698
C -1.619242 -0.196257 0.656172
H -2.076428 -0.944158 0.026114
H -1.459500 -0.639897 1.632207
C -2.246512 3.291377 -1.163840
H -1.573286 3.920999 -0.519111
H -2.052020 3.509216 -2.237963
H -3.313144 3.364719 -0.845434
C -3.146325 1.083830 -1.522000
H -3.153638 -0.001811 -1.671485
H -4.014355 1.284863 -0.871726
H -3.330161 1.487228 -2.513482
C 3.348579 -0.570296 0.511826
H 3.391570 -0.462451 1.585492
H 4.060145 -1.352665 0.246377
H 3.672603 0.358420 0.060465
C 2.089648 0.007355 -2.312264
H 2.374543 1.025074 -2.001124
H 3.027604 -0.501819 -2.559794
H 1.531870 0.118095 -3.255601
C -0.225942 -2.367213 -2.700176
H -0.281489 -1.594283 -3.519697
H 0.360852 -3.309398 -2.940425
H -1.234377 -2.778278 -2.464839
C -0.862502 -3.456059 0.183533
H -1.804739 -3.279057 -0.414956
H -0.522068 -4.521644 0.029123
H -1.136729 -3.303975 1.264877
C 1.516117 -2.694977 1.988536
H 0.593396 -2.737698 2.593621
H 1.868949 -3.719902 1.788908
H 2.292033 -2.140317 2.519951
C -1.025597 0.449277 -2.296465
C -0.356809 2.412984 -0.510390
C -0.746334 1.452476 -3.236501
C 0.449561 3.263696 -1.229245
H -1.512006 -0.451056 -2.734649
C 0.273123 2.445361 -3.533964
H -1.422111 1.200679 -4.121563
C 0.726671 3.387914 -2.642971
H 0.793603 4.097491 -0.627740
H 0.524578 2.526892 -4.619718
H 1.430277 4.199482 -3.018855
C 1.258975 2.458304 4.437661
C 1.020799 3.171292 3.225318
C 0.668109 2.488037 2.079145
N 0.740152 1.118603 2.052046
C 0.926003 0.389104 3.197368
C 1.193438 1.040542 4.399397
H 1.522302 2.969394 5.370905
H 1.063979 4.251142 3.195453
H 0.334925 3.021080 1.145134
H 0.852882 -0.712425 3.131082
H 1.338130 0.420033 5.278352

Atomic forces in eV per Å
-0.9 1.2 -1.0
-1.2 -1.5 -1.1
-0.5 -0.8 1.1
1.9 -0.2 0.5
-0.2 0.6 0.4
0.0 -1.9 -5.3
-5.5 0.2 1.9
-0.3 1.4 0.1
0.1 -0.3 -0.7
-1.5 -0.6 1.7
0.6 0.2 -0.9
-0.5 0.3 0.6
0.2 0.3 1.2
-1.5 0.1 -0.8
-0.3 -0.2 0.8
0.8 -0.1 -0.5
-0.3 -1.1 -1.5
0.1 0.3 0.4
0.9 0.6 0.3
-0.1 0.2 0.0
0.6 0.1 0.1
0.1 0.2 0.4
0.2 0.0 -0.1
0.2 0.2 -0.1
1.0 0.2 -1.1
-0.2 -0.3 0.0
0.1 0.2 -0.2
0.0 -0.2 0.6
-0.3 0.3 0.3
0.3 -1.4 0.6
-0.3 1.4 0.0
0.4 0.5 -0.4
-0.2 0.1 0.0
1.0 -0.3 0.6
-0.4 1.1 0.2
0.2 -0.4 -1.0
0.1 0.0 0.3
0.4 -0.2 -0.1
-0.1 0.3 0.3
0.0 -0.3 0.2
2.1 1.5 0.7
2.2 -3.3 -1.6
-0.2 -1.9 -2.5
0.5 1.6 -0.7
-0.7 1.3 0.9
-1.9 0.1 -0.1
1.6 0.4 0.2
1.1 -0.3 0.8
0.8 0.2 0.0
-0.4 0.2 1.0
-1.0 -1.2 0.8
0.1 -0.6 -1.3
0.0 -0.6 1.6
1.0 -0.2 0.7
-0.8 0.7 1.5
0.2 1.2 -0.4
-0.2 0.5 -0.3
-0.2 -0.2 -0.5
-0.1 0.0 0.1
0.6 -0.9 1.3
0.2 1.0 -0.1
0.0 0.3 0.0

- calculated total energy (a.u.) = -1914.61747
- HOMO-LUMO gap (alpha / beta) (Eh) = 0.19011 / 0.19159
- total charge = +1
- F_max (eV/A) = 5.8

[6]
Density functional theory data (the ωB97M-V functional and the def2-TZVPD basis) for an isolated molecule of C3H7NO2 in a non-equilibrium geometry.

Geometry (Å):
C -0.082232 1.810610 0.464049
C 0.087094 0.285078 0.730646
N -0.956948 -0.439092 1.476347
C 0.414214 -0.447506 -0.578576
O 1.295085 -1.249276 -0.668726
O -0.526668 -0.162749 -1.524517
H 0.935741 2.179615 0.362751
H -0.795403 2.005549 -0.326590
H -0.466266 2.240453 1.390869
H 0.926167 0.223361 1.417520
H -1.698700 -0.745451 0.859632
H -0.542637 -1.260251 1.885926
H -0.152272 -0.238504 -2.418886

Atomic forces in eV per Å
-0.5 -1.3 1.4
0.1 0.3 0.0
-0.3 0.7 -0.6
-0.4 0.1 1.4
0.3 0.0 -0.9
0.6 0.3 -0.4
-0.2 0.4 -0.7
0.3 0.3 -0.3
-0.1 0.1 0.0
0.5 -0.2 -0.4
-0.2 0.0 0.0
0.0 -0.2 0.1
-0.1 -0.5 0.3

- calculated total energy (a.u.) = -323.74726
- HOMO-LUMO gap (Eh) = 0.37273
- F_max (eV/A) = 2.0
- SMILES = C[C@@H](N)C(=O)O